This record from OMol25 describes a structure of composition C27H24LiN4O5. The level of theory is ωB97M-V/def2-TZVPD.

```
61
Properties=species:S:1:pos:R:3:forces:R:3
Li -0.47262 -0.44427 -1.01774 -0.030 -0.267 -0.118
O 4.68976 5.13947 -0.65274 0.091 0.046 0.000
N 3.49421 5.05225 -0.84873 -0.242 -0.263 0.060
O 2.74846 6.01210 -0.88069 0.004 0.040 -0.049
C 2.91668 3.69751 -1.05754 -0.082 0.356 -0.010
C 3.81786 2.69618 -1.07511 0.103 -0.231 -0.049
C 3.41824 1.34577 -1.30064 0.117 0.128 0.031
C 4.32110 0.26606 -1.28709 0.051 0.017 -0.006
C 3.84480 -0.99794 -1.49429 -0.056 -0.031 -0.007
C 2.46392 -1.17657 -1.71770 0.047 0.003 -0.040
N 1.61466 -0.17378 -1.75297 0.028 0.062 0.120
C 2.07318 1.06917 -1.53863 -0.118 -0.061 -0.044
C 1.10013 2.15022 -1.51548 -0.010 -0.137 -0.016
N -0.17325 1.77880 -1.72213 0.009 0.052 -0.020
C -1.11645 2.68162 -1.63470 0.043 0.034 -0.003
C -0.84225 4.02468 -1.34665 -0.098 -0.029 -0.009
C 0.45287 4.42622 -1.15935 0.123 -0.002 -0.008
C 1.49357 3.47602 -1.24814 0.059 0.030 0.046
H 4.86258 2.92828 -0.92402 -0.015 -0.008 0.009
H 5.37340 0.45097 -1.10377 -0.004 -0.001 0.006
H 4.49831 -1.85899 -1.47350 -0.005 -0.003 -0.007
H 2.02385 -2.16194 -1.84310 0.032 -0.012 -0.003
H -2.12966 2.32438 -1.78122 -0.011 0.007 0.008
H -1.65233 4.73711 -1.26561 0.002 -0.001 -0.003
H 0.67344 5.45452 -0.93819 0.017 0.030 0.004
C -0.17317 0.09315 5.65581 -0.023 -0.004 -0.016
O -1.52582 -0.10661 5.30826 0.006 0.013 0.015
C -1.82821 -0.10920 3.97429 0.036 -0.010 0.009
C -3.18996 -0.33923 3.67856 0.037 0.007 -0.029
C -3.56891 -0.36820 2.36598 -0.011 0.012 0.006
C -2.67559 -0.18140 1.28758 -0.082 -0.046 -0.017
C -3.14661 -0.23614 -0.08534 0.152 0.005 0.145
C -4.62931 -0.31955 -0.41428 -0.034 -0.021 -0.011
O -2.40192 -0.20664 -1.06760 -0.123 0.128 -0.086
C -1.27644 0.05223 1.59017 -0.036 0.016 -0.078
O -0.38275 0.23496 0.72038 0.135 0.081 0.134
C -0.90896 0.08438 2.98142 -0.079 0.013 0.010
H -0.12861 0.05933 6.74220 0.000 -0.003 0.004
H 0.18827 1.06434 5.30621 0.006 0.001 0.003
H 0.46360 -0.69146 5.23884 0.010 -0.003 0.000
H -3.89086 -0.49793 4.48580 -0.002 -0.005 0.006
H -4.61205 -0.56152 2.15954 0.000 -0.006 0.000
H -5.31127 -0.31500 0.42857 -0.004 0.011 0.004
H -4.78350 -1.22736 -0.99851 -0.008 -0.004 0.005
H -4.86699 0.52558 -1.06208 0.011 -0.007 -0.010
H 0.14076 0.24531 3.17850 0.007 0.009 0.003
C 0.75328 -2.88826 1.11619 0.054 -0.038 0.026
C 0.34001 -3.35571 -0.24847 -0.016 0.260 0.077
C 0.39397 -4.63989 -0.76303 -0.028 -0.088 -0.183
C -0.15150 -4.55642 -2.07653 0.168 -0.108 0.108
C -0.48424 -3.22588 -2.26157 -0.006 0.246 -0.021
C -1.06619 -2.57426 -3.48114 -0.022 -0.050 -0.025
N -0.18951 -2.48368 -1.15578 -0.140 -0.162 0.021
H 1.36190 -3.65094 1.60980 -0.017 -0.001 0.010
H -0.10458 -2.67568 1.76154 -0.030 -0.005 -0.014
H 1.33421 -1.96151 1.07356 -0.013 -0.004 -0.032
H 0.76125 -5.52091 -0.25348 -0.006 -0.003 -0.002
H -0.27955 -5.35716 -2.79296 0.005 -0.002 0.003
H -1.23194 -3.31750 -4.26473 -0.018 0.013 -0.005
H -0.40281 -1.80454 -3.89164 0.018 0.004 0.020
H -2.02046 -2.08455 -3.26633 -0.005 -0.004 0.026
```
Positions in Å, forces in eV/Å.

Its LUMO energy is 0.041 Eh. Its HOMO energy is -3.24 eV. For the frontier orbital gap, the calculation gives 0.1600 hartree. As for the spin multiplicity: 1. Its charge is -1.

natural (NBO) atomic charge list, values in e, 4 entries:
1 Li 0.842
2 O -0.393
3 N 0.538
4 O -0.391